Density functional theory data (wB97M-V/def2-TZVPD) for 2 unconnected molecules or ions with the total composition C4H6F2O2 in a non-equilibrium geometry.

Summary:
- maximum force (hartree/bohr) = 0.0991
- Kohn-Sham gap (Ha) = 0.3542
- energy relative to the best compared isomer or geometry (same formula, charge and spin) (kJ/mol) = 224.4
- HOMO energy (eV) = -9.565

Structure (XYZ):
```
14
Properties=species:S:1:pos:R:3:nbo_charge:R:1
C 0.825 -0.209 0.044 0.774
C -1.208 -1.698 0.044 -0.660
C 0.421 2.473 -0.517 -0.254
C 0.127 -1.372 0.674 0.584
O 1.867 -0.009 -0.430 -0.406
O -0.327 1.393 -0.159 -0.654
F 0.987 -2.429 0.548 -0.319
F 0.016 -1.169 2.009 -0.305
H -1.097 -1.779 -1.033 0.238
H -1.557 -2.649 0.448 0.243
H -1.904 -0.898 0.280 0.259
H -0.199 3.092 -1.181 0.181
H 1.321 2.179 -1.080 0.167
H 0.730 3.075 0.353 0.152
```



Density functional theory data (wB97M-V/def2-TZVPD) for a molecular structure, C4H6F3N2O in a non-equilibrium geometry.

Summary:
- maximum force (hartree/bohr) = 0.0776
- Kohn-Sham gap (Ha) = 0.4215
- charge = +1
- energy relative to the best compared isomer or geometry (same formula, charge and spin) (kJ/mol) = 116.4
- HOMO energy (eV) = -15.052

Structure (XYZ):
```
16
Properties=species:S:1:pos:R:3:nbo_charge:R:1
C 0.984 0.916 0.504 0.356
C -0.147 -1.098 0.048 -0.280
C -0.794 -0.164 -0.921 0.445
C -0.344 -0.277 -2.375 0.922
N 0.194 1.355 -0.459 -0.636
N 0.874 -0.314 0.770 -0.499
O -2.082 -0.055 -0.645 -0.621
F -0.743 -1.398 -2.974 -0.286
F -0.631 0.796 -3.120 -0.292
F 0.993 -0.399 -2.349 -0.314
H 1.912 1.322 1.018 0.256
H -0.825 -1.468 0.706 0.253
H 0.435 -1.838 -0.368 0.257
H 0.205 2.317 -0.869 0.455
H 1.535 -0.675 1.495 0.448
H -2.688 0.318 -1.428 0.537
```



Density functional theory data (wB97M-V/def2-TZVPD) for a single C4H6F5NO2S molecule in a non-equilibrium geometry.

Summary:
- maximum force (hartree/bohr) = 0.1083
- SMILES = CS(=O)(=O)NC(F)(F)[C@H](F)C(F)F
- Kohn-Sham gap (Ha) = 0.4457
- energy relative to the best compared isomer or geometry (same formula, charge and spin) (kJ/mol) = 0.0
- HOMO energy (eV) = -11.529

Structure (XYZ):
```
19
Properties=species:S:1:pos:R:3:nbo_charge:R:1
C -1.356 -0.140 -0.497 -0.823
C 2.154 0.422 -0.460 0.072
C 2.591 -0.933 0.121 0.501
C 1.412 1.142 0.646 0.794
N 0.516 0.177 1.482 -0.947
O 0.134 -2.068 0.377 -0.933
O -1.457 -1.122 1.967 -0.931
F 1.378 0.214 -1.552 -0.320
F 3.324 -1.638 -0.764 -0.329
F 3.390 -0.698 1.227 -0.342
F 0.669 2.194 0.172 -0.334
F 2.275 1.729 1.500 -0.307
S -0.539 -0.988 0.895 2.348
H -2.124 -0.873 -0.858 0.252
H -1.719 0.620 0.024 0.220
H -0.596 0.120 -1.116 0.241
H 3.061 1.096 -0.681 0.212
H 1.811 -1.583 0.361 0.198
H 0.218 0.820 2.200 0.427
```